Entry 1:
Here is 2 unconnected molecules or ions with the total composition C2H3IN2OS at a distorted geometry from OMol25. Energies are from wB97M-V/def2-TZVPD.

Structure (ORCA input):
```
! RIJCOSX wB97M-V def2-TZVPD def2/J DEFGRID3
* xyz 0 1
C -1.179 -0.765 0.221
C 0.054 0.078 -0.231
N -2.297 -0.378 -0.205
N 0.389 1.232 0.207
O 0.464 -0.544 -1.194
S 2.738 1.694 -0.374
I 3.375 -0.435 0.213
H -0.703 -1.759 0.380
H -3.042 -0.978 -0.031
H 0.201 1.856 1.013
*
```

Properties
LUMO energy (spin up / spin down) in Eh: -0.095 / -0.095
Energy relative to the best compared isomer or geometry (same formula, charge and spin) in eV: 4.1091

Entry 2:
Here is 2 unconnected molecules or ions with the total composition C2H3IO at a distorted geometry from OMol25. Energies are from wB97M-V/def2-TZVPD.

Structure (ORCA input):
```
! RIJCOSX wB97M-V def2-TZVPD def2/J DEFGRID3
* xyz 0 1
C 0.098 -0.155 0.697
C 1.057 0.087 -0.278
O 0.924 1.020 0.798
I 2.835 -0.985 -0.440
H -0.926 0.067 0.433
H 0.345 -0.973 1.271
H 0.529 0.402 -2.173
*
```

Properties
LUMO energy (spin up / spin down) in Eh: -0.032 / -0.035
Energy relative to the best compared isomer or geometry (same formula, charge and spin) in eV: 5.1954

Entry 3:
Here is 2 unconnected molecules or ions with the total composition C2H3IO2S at a distorted geometry from OMol25. Energies are from wB97M-V/def2-TZVPD.

Structure (ORCA input):
```
! RIJCOSX wB97M-V def2-TZVPD def2/J DEFGRID3
* xyz 0 1
C -0.108 0.203 -0.607
C -0.185 -0.842 0.110
O -1.442 -1.973 2.273
O -2.563 -2.033 0.114
S -1.769 -1.273 1.059
I -3.572 1.610 2.104
H 0.701 0.305 -1.257
H -0.806 1.086 -0.746
H 0.580 -1.580 0.215
*
```

Properties
LUMO energy (spin up / spin down) in Eh: -0.146 / -0.146
Energy relative to the best compared isomer or geometry (same formula, charge and spin) in eV: 2.3707

Entry 4:
Here is C2H3IOS2 in the gas phase at a distorted geometry from OMol25. Energies are from wB97M-V/def2-TZVPD.

Structure (ORCA input):
```
! RIJCOSX wB97M-V def2-TZVPD def2/J DEFGRID3
* xyz 0 3
C 0.456 0.159 0.320
C 0.265 -1.273 0.873
O 0.884 1.104 0.839
S 0.018 2.190 -2.261
S -0.271 0.237 -1.373
I -1.683 -1.869 1.373
H 0.748 -1.433 1.708
H 0.501 -2.057 0.105
H -0.917 2.940 -1.583
*
```

Properties
Expectation value of S²: 2.015
LUMO energy (spin up / spin down) in Eh: -0.018 / -0.136
Energy relative to the best compared isomer or geometry (same formula, charge and spin) in eV: 0.0000

Entry 5:
Here is a molecular structure, C2H3KNO4S at a distorted geometry from OMol25. Energies are from wB97M-V/def2-TZVPD.

Structure (ORCA input):
```
! RIJCOSX wB97M-V def2-TZVPD def2/J DEFGRID3
* xyz -1 1
K 1.037 -0.988 0.521
S -0.679 -1.275 3.258
O -0.673 -0.244 4.318
O -1.280 -0.707 1.993
O 0.749 -1.636 2.931
O -1.429 -2.474 3.661
C 0.255 1.692 -2.869
C 0.615 0.302 -2.610
N 0.870 -0.789 -2.362
H 0.983 2.343 -2.388
H -0.755 1.876 -2.515
H 0.308 1.899 -3.938
*
```

Properties
LUMO energy in Eh: 0.061
Energy relative to the best compared isomer or geometry (same formula, charge and spin) in eV: 0.0000

Entry 6:
Here is a molecular structure, C2H3LiOZn at a distorted geometry from OMol25. Energies are from wB97M-V/def2-TZVPD.

Structure (ORCA input):
```
! RIJCOSX wB97M-V def2-TZVPD def2/J DEFGRID3
* xyz 1 2
O 1.241 0.523 0.088
C 1.345 0.487 -1.172
Li 0.243 0.749 1.300
Zn 0.475 -1.363 -0.529
H 1.950 1.330 -1.582
C -1.291 -0.589 0.513
H -2.040 -1.403 0.551
H -1.924 0.265 0.831
*
```

Properties
Expectation value of S²: 0.758
LUMO energy (spin up / spin down) in Eh: -0.222 / -0.219
Energy relative to the best compared isomer or geometry (same formula, charge and spin) in eV: 1.1592

Entry 7:
Here is C2H3N in the gas phase at a distorted geometry from OMol25. Energies are from wB97M-V/def2-TZVPD.

Structure (ORCA input):
```
! RIJCOSX wB97M-V def2-TZVPD def2/J DEFGRID3
* xyz 0 1
C -5.355 -18.352 -2.538
C -5.376 -17.600 -3.772
N -5.401 -16.958 -4.719
H -4.932 -17.701 -1.769
H -4.687 -19.222 -2.531
H -6.261 -18.816 -2.153
*
```

Properties
SMILES: CC#N
LUMO energy in Eh: 0.029
Energy relative to the best compared isomer or geometry (same formula, charge and spin) in eV: 0.1474

Entry 8:
Here is a molecular structure, C2H3N at a distorted geometry from OMol25. Energies are from wB97M-V/def2-TZVPD.

Structure (ORCA input):
```
! RIJCOSX wB97M-V def2-TZVPD def2/J DEFGRID3
* xyz 0 1
C -0.962 -0.029 -0.110
C 0.522 -0.127 0.001
N -2.078 0.116 -0.018
H 0.731 -0.362 1.012
H 1.024 1.151 -0.079
H 0.764 -0.749 -0.806
*
```

Properties
LUMO energy in Eh: 0.023
Energy relative to the best compared isomer or geometry (same formula, charge and spin) in eV: 1.1341

Entry 9:
Here is 2 unconnected molecules or ions with the total composition C2H3N2O2 at a distorted geometry from OMol25. Energies are from wB97M-V/def2-TZVPD.

Structure (ORCA input):
```
! RIJCOSX wB97M-V def2-TZVPD def2/J DEFGRID3
* xyz -1 3
C -0.317 -0.491 0.764
C 1.676 0.343 -0.255
N -1.246 0.423 0.526
N -2.248 0.088 -0.171
O -3.265 0.905 -0.091
O 2.366 1.214 0.280
H -0.405 -1.449 0.170
H 1.709 -0.032 -1.310
H -1.103 1.215 1.125
*
```

Properties
Expectation value of S²: 2.032
LUMO energy (spin up / spin down) in Eh: 0.155 / 0.143
Energy relative to the best compared isomer or geometry (same formula, charge and spin) in eV: 4.8121

Entry 10:
Here is a gas-phase ion, C2H3N2O2 (charge +1) at a distorted geometry from OMol25. Energies are from wB97M-V/def2-TZVPD.

Structure (ORCA input):
```
! RIJCOSX wB97M-V def2-TZVPD def2/J DEFGRID3
* xyz 1 1
C -0.844 -0.412 -0.014
C 2.547 -0.124 0.026
N -1.912 0.312 -0.005
N 1.490 0.317 -0.012
O -0.460 -1.506 -0.004
O 0.346 0.731 -0.045
H -1.898 1.321 -0.012
H 3.542 -0.484 0.059
H -2.813 -0.155 0.006
*
```

Properties
SMILES: C#[N+]OC(N)=O
LUMO energy in Eh: -0.159
Energy relative to the best compared isomer or geometry (same formula, charge and spin) in eV: 2.9866

Repeat the third record exactly.
Here is 2 unconnected molecules or ions with the total composition C2H3IO2S at a distorted geometry from OMol25. Energies are from wB97M-V/def2-TZVPD.

Structure (ORCA input):
```
! RIJCOSX wB97M-V def2-TZVPD def2/J DEFGRID3
* xyz 0 1
C -0.108 0.203 -0.607
C -0.185 -0.842 0.110
O -1.442 -1.973 2.273
O -2.563 -2.033 0.114
S -1.769 -1.273 1.059
I -3.572 1.610 2.104
H 0.701 0.305 -1.257
H -0.806 1.086 -0.746
H 0.580 -1.580 0.215
*
```

Properties
LUMO energy (spin up / spin down) in Eh: -0.146 / -0.146
Energy relative to the best compared isomer or geometry (same formula, charge and spin) in eV: 2.3707